# 1
C42H55N4O4P2Sr | ωB97M-V/def2-TZVPD

Summary:
Gap between HOMO and LUMO ... 7.870 eV
Energy relative to the best compared isomer or geometry (same formula, charge and spin) ... 6.07 kJ/mol
HOMO energy ... -0.3817 hartree

ORCA input file:
```
! wB97M-V def2-TZVPD RIJCOSX def2/J DEFGRID3
* xyz 1 1
Sr 0.139 -1.088 0.166
P -0.413 0.459 -2.654
P 2.886 -0.618 1.950
O -4.143 4.428 3.365
O -0.468 -2.971 -1.129
O 1.300 -3.237 0.148
O -7.437 -0.418 1.263
N -1.047 1.005 1.561
N -0.995 -2.809 2.116
N 2.102 -1.066 -1.845
N -2.563 -0.732 0.116
C -4.658 -1.561 -0.680
C 3.860 0.752 1.188
C 5.248 -2.010 2.883
C 2.955 1.846 0.620
C -2.961 2.280 2.222
C -1.001 -2.354 -5.576
C 1.546 1.758 -4.202
C -2.591 3.727 -3.882
C 5.043 1.408 1.908
C -3.274 -1.595 -0.614
C -2.753 4.381 3.610
C 2.319 -0.048 -2.820
C -3.167 -1.730 -4.757
C -3.221 0.212 0.805
C -5.345 -0.591 0.029
C -1.909 2.520 -3.906
C -2.099 3.967 -1.540
C 3.621 0.208 -3.241
C -2.372 1.199 1.572
C 2.116 -1.589 4.403
C 0.168 -3.619 -0.243
C 4.020 -2.079 1.977
C -6.850 -0.500 -0.024
C 3.420 0.552 4.612
C 3.880 1.241 -4.129
C -4.603 0.308 0.786
C -0.547 -4.673 0.565
C 1.262 0.736 -3.295
C -0.292 1.907 2.198
C -1.197 -0.638 -3.883
C -2.378 -2.511 -5.593
C -0.536 -4.219 2.020
C 2.479 -0.260 3.724
C -2.170 3.200 2.886
C 2.840 2.022 -4.615
C -0.416 -1.420 -4.730
C -2.581 -0.807 -3.905
C -0.796 3.002 2.866
C 4.447 -2.486 0.566
C -2.687 4.451 -2.701
C -1.421 2.757 -1.565
C -1.313 2.023 -2.747
H 1.542 0.301 3.662
H -4.521 5.176 3.835
H -3.051 4.103 -4.786
H -5.124 1.064 1.353
H 5.010 -1.695 3.897
H -4.245 -1.830 -4.775
H 3.010 -2.162 4.653
H 1.452 -1.803 -2.123
H -1.987 -2.756 1.898
H -2.696 -2.331 -1.163
H 5.647 1.957 1.183
H 2.096 1.459 0.063
H 1.579 -1.401 5.334
H -4.029 2.419 2.203
H -3.222 5.392 -2.685
H 4.700 2.131 2.647
H -0.041 -5.637 0.484
H -7.245 -1.339 -0.604
H 4.427 -0.418 -2.878
H 4.898 1.427 -4.445
H 5.999 -1.327 2.486
H 0.779 1.754 2.156
H 5.699 0.703 2.414
H -0.979 2.380 -0.649
H 0.661 -1.294 -4.752
H 2.953 -1.529 -1.556
H -7.359 -1.274 1.695
H -3.222 -0.207 -3.268
H 3.507 2.479 -0.079
H 2.580 2.509 1.405
H -1.131 -4.895 2.639
H 3.365 -2.881 2.335
H -0.109 3.686 3.350
H 3.034 2.830 -5.308
H -2.539 4.266 4.679
H -0.369 -2.943 -6.227
H 3.059 0.534 5.643
H 3.590 -2.646 -0.081
H -0.913 -2.494 3.076
H 4.995 -3.430 0.605
H 4.276 0.220 0.322
H -1.846 1.957 -4.830
H 0.489 -4.242 2.391
H 1.492 -2.234 3.777
H -1.561 -4.796 0.182
H 0.732 2.373 -4.568
H -5.184 -2.286 -1.289
H 4.439 0.167 4.619
H 3.477 1.597 4.313
H -2.178 4.522 -0.614
H 5.128 -1.756 0.117
H -2.839 -3.230 -6.257
H 5.723 -2.992 2.950
H -2.252 5.289 3.260
H -7.142 0.418 -0.537
*
```

These are the Löwdin partial charges, in e, on atoms 1 to 6: Sr 1.2686; P 1.0667; P 1.0385; O -0.0464; O -0.1870; O -0.1529


# 2
C42H55N7OPbS2SbSi | ωB97M-V/def2-TZVPD

Summary:
Gap between HOMO and LUMO ... 7.841 eV
Energy relative to the best compared isomer or geometry (same formula, charge and spin) ... 0.00 kJ/mol
HOMO energy ... -0.5478 hartree

ORCA input file:
```
! wB97M-V def2-TZVPD RIJCOSX def2/J DEFGRID3
* xyz 3 1
Pb 0.911 -1.233 0.643
Sb -0.058 -0.228 -2.120
S 0.148 1.610 1.761
S 3.713 1.162 -0.072
Si 0.543 1.880 4.021
O 2.792 0.221 0.732
N 2.788 -2.684 -0.122
N 1.024 -3.700 1.891
N -3.087 -1.675 1.224
N 4.287 -4.230 0.248
N -2.614 2.313 1.736
N -5.871 -1.990 1.992
N 2.436 -5.246 2.547
C 0.091 2.807 -1.650
C 1.340 -5.357 3.368
C 2.725 0.877 -3.695
C 2.204 -4.237 1.674
C 4.777 -3.459 -0.785
C 0.547 4.105 -1.795
C -0.357 -0.405 -6.425
C -3.854 -2.162 -2.086
C 0.895 -3.268 -3.428
C 1.496 6.378 4.361
C 5.273 1.021 0.762
C 1.987 0.734 4.217
C 0.421 -2.597 -5.801
C -2.913 2.015 -2.743
C 1.906 1.966 -3.035
C -3.186 0.555 -2.480
C -1.493 2.022 1.749
C 0.086 -0.937 -4.118
C -0.107 4.599 4.134
C 0.008 -1.700 -6.775
C 2.345 3.289 -3.169
C 0.467 -2.239 -4.452
C 2.247 4.094 4.295
C 3.090 -3.736 0.621
C 0.927 3.655 4.155
C -2.543 -1.728 -1.960
C -4.014 -0.540 1.267
C -4.963 -3.192 1.899
C 0.477 -4.391 2.952
C 3.840 -2.503 -1.002
C 1.673 4.347 -2.578
C 0.737 1.743 -2.295
C 0.177 5.954 4.234
C 3.303 2.813 0.435
C -2.201 -0.382 -2.153
C -3.518 -2.748 2.120
C -0.317 -0.023 -5.093
C -1.016 1.296 4.794
C -4.844 -1.235 -2.393
C -4.507 0.099 -2.575
C 2.530 5.449 4.398
C -5.460 -0.929 0.995
H -1.913 2.178 -3.135
H 3.555 5.782 4.521
H 4.085 3.487 0.074
H 1.362 -2.805 -2.555
H 2.692 1.130 4.957
H 2.348 3.073 -0.023
H -3.717 0.216 0.543
H 2.030 5.360 -2.718
H 0.721 -3.601 -6.088
H -1.768 -2.462 -1.743
H -1.143 4.279 4.037
H 1.612 -3.970 -3.857
H 1.646 -0.243 4.576
H 3.254 -5.831 2.605
H -5.283 0.814 -2.834
H -5.871 -1.556 -2.530
H -4.094 -3.217 -1.985
H 5.126 1.245 1.820
H -0.787 2.626 -1.037
H 1.278 -6.092 4.157
H 5.977 1.720 0.304
H 2.469 -0.125 -3.348
H 1.720 7.437 4.436
H 3.843 -1.708 -1.736
H -3.404 -2.401 3.153
H -0.629 6.678 4.227
H 2.586 0.884 -4.777
H -2.994 -2.006 0.270
H -5.572 -1.362 0.004
H 0.022 4.926 -1.317
H -1.162 0.231 4.593
H 0.038 -3.856 -3.081
H -6.839 -2.265 1.845
H -3.945 -0.071 2.256
H 5.723 -3.659 -1.263
H -1.882 1.849 4.420
H 2.525 0.592 3.273
H -6.130 -0.077 1.093
H 3.230 2.833 1.525
H -0.028 -2.012 -7.813
H -0.498 -4.151 3.347
H 3.063 3.376 4.343
H 3.231 3.481 -3.768
H -0.594 0.993 -4.822
H -5.280 -3.928 2.634
H 5.627 -0.001 0.629
H -0.965 1.446 5.879
H 3.786 1.044 -3.500
H -3.625 2.414 -3.465
H -5.093 -3.605 0.901
H -3.020 2.603 -1.824
H -5.816 -1.598 2.930
H -0.662 0.306 -7.185
H 4.760 -5.032 0.632
H -2.881 -3.622 1.994
*
```

These are the Löwdin partial charges, in e, on atoms 1 to 6: Pb 1.1746; Sb 1.4628; S 0.6241; S 0.8818; Si 0.4526; O -0.7930